Entry 1:
ORCA calculation (ωB97M-V with the def2-TZVPD basis set) on C24H37ClN2O2Sm as an isolated structure in a non-equilibrium geometry.

Output
Spin multiplicity   6
Net charge   -1
Highest occupied orbital energy (spin up / spin down)   -2.713 / -2.672 eV
<S²>   8.7654
Calculated total energy   -62985.235 eV
E_LUMO (spin up / spin down)   2.808 / 2.806 eV

Last column: Löwdin charge in e.
Geometry (Å):
Sm (0.036, 0.098, -0.019)  0.822
Cl (0.005, 1.172, -2.229)  -0.010
N (1.374, -1.234, -0.852)  -0.046
N (-1.503, 1.386, 0.452)  -0.047
C (2.639, -1.054, -0.857)  -0.345
C (-1.324, 2.567, 0.906)  -0.343
C (1.080, -2.405, -1.758)  -0.497
C (2.351, -2.390, -2.607)  -0.070
C (-0.164, -2.250, -2.600)  -0.051
C (1.032, -3.665, -0.902)  -0.019
H (-0.152, -1.318, -3.154)  0.030
H (-1.049, -2.269, -1.973)  0.046
H (-0.226, -3.084, -3.299)  0.093
H (1.968, -3.807, -0.362)  0.095
H (0.872, -4.534, -1.540)  0.088
H (0.225, -3.603, -0.182)  0.044
C (-2.963, 1.255, 0.092)  -0.500
C (-3.323, 2.734, -0.046)  -0.072
C (-3.691, 0.642, 1.283)  -0.013
C (-3.229, 0.494, -1.186)  -0.047
H (-2.641, 0.890, -2.007)  0.030
H (-4.288, 0.573, -1.432)  0.090
H (-2.990, -0.556, -1.061)  0.065
H (-3.556, 1.249, 2.177)  0.095
H (-3.320, -0.356, 1.482)  0.046
H (-4.758, 0.584, 1.066)  0.088
O (-2.359, 3.417, 0.805)  0.034
H (-4.319, 2.974, 0.311)  0.127
H (-3.180, 3.102, -1.062)  0.134
O (3.348, -1.771, -1.743)  0.034
H (2.251, -1.762, -3.492)  0.134
H (2.705, -3.379, -2.877)  0.127
C (3.381, -0.179, 0.063)  -0.052
C (-0.116, 3.056, 1.587)  -0.050
C (1.189, 2.791, 0.887)  -0.201
H (-0.084, 2.560, 2.563)  0.144
H (-0.252, 4.112, 1.783)  0.102
C (1.534, 1.516, 0.429)  -0.313
C (2.876, 1.235, 0.156)  -0.202
H (0.525, -0.086, 1.451)  -0.107
C (3.816, 2.273, 0.090)  -0.233
C (3.402, 3.562, 0.381)  -0.038
C (5.255, 2.040, -0.269)  -0.066
C (2.120, 3.838, 0.825)  -0.233
H (4.117, 4.372, 0.306)  0.097
C (1.784, 5.243, 1.235)  -0.067
H (2.611, 5.910, 1.007)  0.065
H (1.591, 5.327, 2.306)  0.078
H (0.906, 5.627, 0.716)  0.078
H (5.784, 1.463, 0.491)  0.078
H (5.777, 2.988, -0.370)  0.065
H (5.366, 1.508, -1.214)  0.078
H (4.426, -0.210, -0.217)  0.103
H (3.307, -0.633, 1.056)  0.141
C (-2.612, -3.646, -0.371)  -0.124
C (-2.514, -2.825, 0.920)  -0.540
C (-2.587, -3.791, 2.118)  -0.138
C (-1.251, -1.887, 1.128)  -0.284
H (-1.750, -4.316, -0.532)  0.064
H (-2.804, -2.988, -1.233)  0.052
H (-3.514, -4.295, -0.327)  0.067
H (-3.455, -2.259, 0.923)  0.090
H (-1.695, -4.454, 2.139)  0.073
H (-2.634, -3.225, 3.072)  0.070
H (-3.497, -4.427, 2.058)  0.056
H (-1.450, -1.372, 2.091)  -0.007
H (-0.400, -2.527, 1.415)  -0.009

Forces on atoms 1 to 6 (eV/Å):
Sm -5.6385 -3.7269 -4.6592
Cl 0.0444 1.7906 -3.3685
N 4.1476 -5.1106 -2.8148
N -5.9534 3.7640 1.4834
C -0.5910 -0.4534 -0.1979
C -0.4795 -0.5732 -0.2049

Entry 2:
ORCA calculation (ωB97M-V with the def2-TZVPD basis set) on a 2-piece molecular cluster, C24H37ClN3O2 overall in a non-equilibrium geometry.

Output
Spin multiplicity   1
Net charge   +1
Highest occupied orbital energy   -10.869 eV
Calculated total energy   -46549.739 eV
E_LUMO   -4.348 eV

Last column: Löwdin charge in e.
Geometry (Å):
C (1.576, 3.412, 0.949)  -0.126
C (2.988, 2.567, 1.218)  -0.196
C (2.589, 0.955, 1.043)  -0.196
O (2.458, 0.680, -0.407)  -0.137
C (1.329, -0.226, -0.686)  -0.036
C (-0.067, 0.225, -1.389)  0.166
C (-1.021, -1.066, -1.514)  -0.036
C (-2.486, -0.836, -2.254)  -0.126
C (-2.664, 0.625, -2.970)  -0.145
C (-1.688, 0.971, -4.283)  -0.033
C (-1.770, 2.431, -5.092)  -0.056
C (-2.862, 3.600, -4.646)  -0.048
C (-3.835, 3.245, -3.368)  -0.020
C (-3.740, 1.796, -2.558)  -0.137
C (-4.794, 1.576, -1.322)  -0.120
N (-0.669, -2.389, -1.019)  -0.126
C (-1.737, -3.496, -1.181)  -0.136
C (-2.954, -3.347, -0.043)  -0.587
C (-2.971, -4.726, 0.903)  -0.155
Cl (-4.604, -3.395, -0.966)  0.508
N (0.447, -2.846, -0.427)  0.161
C (1.415, -1.768, -0.300)  -0.114
N (2.757, -2.218, 0.324)  0.070
C (3.626, -2.564, -0.718)  -0.232
C (3.243, -3.686, -1.878)  -0.077
C (5.157, -1.908, -0.860)  -0.052
H (1.447, 3.472, -0.214)  0.073
H (1.563, 4.457, 1.491)  0.087
H (0.714, 2.692, 1.349)  0.074
H (3.428, 2.769, 2.307)  0.110
H (3.826, 2.898, 0.449)  0.120
H (1.648, 0.652, 1.672)  0.125
H (3.550, 0.367, 1.425)  0.132
H (-0.278, 1.323, -1.724)  0.138
H (-3.316, -0.901, -1.401)  0.091
H (-2.707, -1.648, -3.100)  0.139
H (-0.887, 0.161, -4.616)  0.093
H (-1.014, 2.610, -5.998)  0.092
H (-2.891, 4.599, -5.258)  0.092
H (-4.606, 4.083, -3.039)  0.102
H (-5.072, 0.450, -1.156)  0.071
H (-4.468, 2.131, -0.317)  0.100
H (-5.804, 2.124, -1.647)  0.095
H (-2.143, -3.583, -2.277)  0.123
H (-1.274, -4.573, -0.945)  0.142
H (-2.847, -2.372, 0.608)  0.124
H (-3.590, -5.603, 0.408)  0.089
H (-3.439, -4.444, 1.954)  0.097
H (-1.880, -5.166, 1.067)  0.090
H (2.444, -4.457, -1.503)  0.077
H (4.186, -4.311, -2.242)  0.097
H (2.795, -3.200, -2.862)  0.094
H (5.494, -1.625, 0.235)  0.094
H (5.131, -0.996, -1.597)  0.102
H (5.909, -2.744, -1.261)  0.093
C (1.543, 2.913, 5.938)  -0.056
C (1.231, 2.193, 4.635)  -0.497
C (0.322, 0.997, 4.868)  -0.060
O (2.446, 1.753, 4.036)  -0.089
H (2.063, 2.249, 6.637)  0.085
H (2.208, 3.764, 5.757)  0.085
H (0.629, 3.278, 6.416)  0.085
H (0.753, 2.888, 3.936)  0.131
H (0.798, 0.265, 5.529)  0.086
H (0.115, 0.481, 3.923)  0.068
H (-0.629, 1.304, 5.314)  0.085
H (2.877, 1.136, 4.650)  0.107

Forces on atoms 1 to 6 (eV/Å):
C 0.5813 -1.2138 0.0641
C -0.8018 0.0976 0.0024
C 2.5268 1.0102 1.9310
O -4.1828 -2.7186 -0.3196
C -2.3246 -0.1619 -0.6702
C 2.8231 -5.0049 2.4080

Q: What is the formula in the second record?
A: C24H37ClN3O2